[1]
ORCA calculation (wB97M-V/def2-TZVPD) on C7H8N3 as an isolated structure at a distorted geometry.

Each line ends with the natural charge from an NBO analysis.
CARTESIAN COORDINATES (ANGSTROEM)
C (0.841, -1.924, -0.020)  -0.153
C (0.222, -1.352, -1.022)  -0.156
C (2.267, 0.127, 0.726)  -0.032
C (1.002, 1.285, -0.675)  0.048
C (1.165, -0.710, 0.630)  0.033
C (-1.215, 0.354, 0.142)  0.576
C (0.119, 0.074, -0.380)  -0.265
N (2.087, 1.336, 0.037)  -0.328
N (-1.954, -0.636, 0.655)  -0.745
N (-1.669, 1.570, 0.186)  -0.698
H (1.053, -2.898, 0.208)  0.243
H (0.231, -1.458, -2.135)  0.273
H (3.194, 0.094, 1.153)  0.238
H (0.854, 2.152, -1.258)  0.217
H (-1.522, -1.552, 0.442)  0.439
H (-2.891, -0.511, 1.140)  0.447
H (-1.141, 2.382, -0.179)  0.445
H (-2.644, 1.667, 0.349)  0.418

* net charge: +1
* relative energy (zero: lowest compared OMol25 entry of this formula, charge and spin): 51.6 kcal per mole



[2]
ORCA calculation (wB97M-V/def2-TZVPD) on a 2-piece molecular cluster, C3H12N2O overall at a distorted geometry.

Each line ends with the natural charge from an NBO analysis.
CARTESIAN COORDINATES (ANGSTROEM)
C (-0.303, -4.910, 0.238)  -0.651
C (-0.417, -3.916, -0.896)  -0.054
O (-0.020, -2.620, -0.560)  -0.729
H (-1.164, -5.007, 0.803)  0.211
H (0.382, -4.766, 1.103)  0.226
H (0.177, -5.841, -0.151)  0.216
H (0.128, -4.412, -1.768)  0.150
H (-1.512, -3.965, -1.271)  0.149
H (-0.074, -1.938, -1.192)  0.481
N (0.867, 4.140, -0.875)  -0.824
C (-0.092, 4.115, 0.316)  -0.073
N (0.520, 3.679, 1.473)  -0.820
H (1.750, 4.273, -0.420)  0.349
H (0.601, 4.959, -1.342)  0.342
H (-0.686, 3.349, -0.079)  0.179
H (-0.707, 5.017, 0.338)  0.138
H (-0.205, 3.323, 2.200)  0.364
H (0.754, 4.521, 2.084)  0.345

* SMILES: CCO.NCN
* net charge: 0
* relative energy (zero: lowest compared OMol25 entry of this formula, charge and spin): 50.0 kcal per mole



[3]
ORCA calculation (wB97M-V/def2-TZVPD) on C3H7O2Tl as an isolated structure at a distorted geometry.

Each line ends with the Löwdin charge.
CARTESIAN COORDINATES (ANGSTROEM)
O (-0.704, -0.197, 0.808)  -0.129
C (-1.782, 0.466, 0.194)  -0.078
H (-1.664, 1.563, 0.255)  0.105
H (-1.877, 0.181, -0.868)  0.099
H (-2.696, 0.175, 0.723)  0.109
H (1.166, -0.333, 2.065)  0.176
C (0.900, -0.476, -1.129)  -0.171
C (0.579, 0.117, 0.207)  -0.496
O (1.499, -0.468, 1.139)  -0.212
Tl (2.816, -1.156, -0.346)  1.244
H (0.254, -1.345, -1.331)  0.095
H (0.811, 0.255, -1.943)  0.091
H (0.699, 1.217, 0.226)  0.166

* ⟨S²⟩: 0.761
* 2S+1: 2
* net charge: +1
* relative energy (zero: lowest compared OMol25 entry of this formula, charge and spin): 0.0 kcal per mole



[4]
ORCA calculation (wB97M-V/def2-TZVPD) on C2H5N3OS as an isolated structure at a distorted geometry.

Each line ends with the natural charge from an NBO analysis.
CARTESIAN COORDINATES (ANGSTROEM)
C (1.138, 0.622, -0.325)  -0.161
C (-1.686, -0.982, 0.344)  0.287
H (3.180, -1.449, 0.806)  0.476
H (1.637, 1.280, -1.143)  0.190
H (-0.944, 0.414, 1.855)  0.428
H (-1.899, -1.652, 1.262)  0.174
H (-2.214, -0.494, -1.674)  0.370
N (1.645, -0.353, 0.303)  -0.189
N (-1.086, 0.114, 0.855)  -0.799
N (-2.252, -1.173, -0.834)  -0.726
O (2.826, -0.868, -0.238)  -0.528
S (-0.452, 1.306, -0.099)  0.478

* net charge: 0
* relative energy (zero: lowest compared OMol25 entry of this formula, charge and spin): 129.1 kcal per mole



[5]
ORCA calculation (wB97M-V/def2-TZVPD) on a 10-piece molecular cluster, C54H128O38P8 overall at a distorted geometry.

Each line ends with the Löwdin charge.
CARTESIAN COORDINATES (ANGSTROEM)
C (-9.371, -1.459, -3.973)  -0.085
C (-10.351, -0.813, -4.859)  -0.294
O (-11.250, -1.816, -5.374)  -0.180
P (-12.435, -1.542, -6.430)  0.487
O (-13.073, -2.793, -6.942)  -0.246
O (-13.477, -0.530, -5.726)  -0.171
C (-13.283, 0.894, -5.666)  -0.306
C (-14.579, 1.490, -6.010)  -0.080
O (-11.750, -0.628, -7.610)  -0.215
C (-11.093, -1.175, -8.726)  -0.276
C (-9.611, -1.352, -8.421)  -0.072
H (-8.877, -2.237, -4.554)  0.081
H (-8.636, -0.696, -3.716)  0.089
H (-9.798, -2.025, -3.145)  0.091
H (-10.840, -0.125, -4.170)  0.116
H (-9.888, -0.308, -5.706)  0.113
H (-12.971, 1.147, -4.653)  0.116
H (-12.471, 1.278, -6.284)  0.115
H (-14.418, 2.567, -6.068)  0.083
H (-14.900, 1.248, -7.023)  0.090
H (-15.312, 1.218, -5.250)  0.090
H (-11.676, -1.936, -9.245)  0.121
H (-11.103, -0.413, -9.505)  0.112
H (-9.334, -1.903, -7.523)  0.066
H (-9.170, -1.930, -9.234)  0.078
H (-9.068, -0.413, -8.310)  0.078
C (5.824, 3.708, 11.532)  -0.078
C (6.432, 5.018, 11.842)  -0.326
O (5.786, 6.095, 11.288)  -0.137
P (6.174, 6.604, 9.860)  0.452
O (7.598, 6.362, 9.492)  -0.229
O (5.131, 5.843, 8.895)  -0.165
C (5.449, 5.882, 7.520)  -0.322
C (4.305, 5.267, 6.778)  -0.080
O (5.610, 8.135, 9.796)  -0.184
C (6.487, 9.071, 10.379)  -0.260
C (7.173, 9.917, 9.193)  -0.048
H (4.949, 3.460, 12.133)  0.081
H (5.415, 3.683, 10.522)  0.071
H (6.535, 2.881, 11.505)  0.085
H (6.246, 5.126, 12.910)  0.123
H (7.509, 4.946, 11.689)  0.123
H (5.630, 6.888, 7.141)  0.119
H (6.346, 5.365, 7.179)  0.119
H (4.106, 4.292, 7.223)  0.081
H (3.426, 5.912, 6.791)  0.081
H (4.591, 5.068, 5.746)  0.080
H (5.811, 9.724, 10.932)  0.113
H (7.218, 8.627, 11.056)  0.109
H (7.846, 10.690, 9.563)  0.064
H (7.738, 9.250, 8.542)  0.064
H (6.443, 10.417, 8.557)  0.065
C (2.369, 14.352, -5.235)  -0.068
C (2.683, 12.896, -5.585)  -0.285
O (3.315, 12.371, -4.446)  -0.198
P (4.722, 11.542, -4.575)  0.487
O (4.801, 10.763, -5.834)  -0.246
O (4.820, 10.727, -3.183)  -0.191
C (4.085, 9.538, -2.930)  -0.279
C (4.996, 8.360, -3.111)  -0.073
O (5.859, 12.702, -4.454)  -0.194
C (7.255, 12.334, -4.547)  -0.248
C (7.960, 13.208, -5.632)  -0.061
H (2.297, 14.982, -6.121)  0.070
H (1.397, 14.519, -4.772)  0.072
H (3.186, 14.738, -4.625)  0.078
H (1.735, 12.387, -5.757)  0.116
H (3.280, 12.723, -6.481)  0.112
H (3.794, 9.717, -1.895)  0.122
H (3.149, 9.478, -3.485)  0.120
H (4.506, 7.390, -3.024)  0.077
H (5.470, 8.310, -4.092)  0.081
H (5.730, 8.356, -2.306)  0.079
H (7.772, 12.498, -3.602)  0.113
H (7.374, 11.275, -4.778)  0.106
H (8.852, 12.708, -6.009)  0.072
H (7.244, 13.570, -6.370)  0.077
H (8.404, 14.100, -5.190)  0.063
C (2.330, -10.530, 11.933)  -0.089
C (2.522, -11.248, 10.663)  -0.307
O (2.061, -10.519, 9.533)  -0.165
P (1.647, -11.327, 8.208)  0.430
O (2.649, -12.363, 7.775)  -0.250
O (0.165, -11.855, 8.482)  -0.177
C (-0.367, -12.758, 7.525)  -0.270
C (-1.802, -13.187, 7.901)  -0.060
O (1.451, -10.248, 7.068)  -0.191
C (2.563, -9.482, 6.651)  -0.260
C (2.122, -8.232, 5.872)  -0.056
H (2.667, -11.207, 12.718)  0.087
H (2.907, -9.605, 11.972)  0.080
H (1.306, -10.210, 12.125)  0.084
H (3.565, -11.549, 10.563)  0.128
H (1.952, -12.168, 10.797)  0.119
H (-0.239, -12.380, 6.511)  0.117
H (0.333, -13.592, 7.586)  0.110
H (-2.558, -12.406, 7.977)  0.070
H (-2.161, -13.945, 7.204)  0.075
H (-1.846, -13.536, 8.932)  0.073
H (3.017, -9.159, 7.588)  0.109
H (3.138, -10.251, 6.135)  0.122
H (1.812, -7.416, 6.524)  0.072
H (2.890, -7.816, 5.221)  0.074
H (1.263, -8.473, 5.246)  0.074
C (-3.490, -9.358, 1.404)  -0.073
C (-3.308, -10.216, 0.180)  -0.280
O (-2.056, -10.024, -0.453)  -0.196
P (-1.820, -8.934, -1.601)  0.546
O (-2.353, -7.534, -1.360)  -0.264
O (-0.184, -8.963, -1.770)  -0.195
C (0.567, -8.082, -2.570)  -0.291
C (2.032, -7.950, -2.140)  -0.072
O (-2.378, -9.739, -2.944)  -0.201
C (-1.917, -11.080, -3.177)  -0.293
C (-1.811, -11.187, -4.651)  -0.092
H (-3.264, -8.314, 1.186)  0.075
H (-4.526, -9.392, 1.741)  0.081
H (-2.823, -9.727, 2.182)  0.079
H (-3.303, -11.268, 0.465)  0.124
H (-4.090, -9.976, -0.539)  0.120
H (0.512, -8.357, -3.624)  0.117
H (0.167, -7.069, -2.516)  0.111
H (2.239, -7.566, -1.141)  0.072
H (2.409, -8.972, -2.162)  0.075
H (2.616, -7.183, -2.647)  0.078
H (-0.934, -11.200, -2.722)  0.112
H (-2.576, -11.883, -2.849)  0.124
H (-1.266, -10.420, -5.201)  0.083
H (-1.429, -12.183, -4.876)  0.081
H (-2.793, -11.239, -5.122)  0.080
C (-6.847, -3.289, 8.083)  -0.067
C (-6.540, -1.847, 7.560)  -0.248
O (-5.741, -1.232, 8.548)  -0.187
P (-4.183, -0.882, 8.280)  0.510
O (-3.907, 0.140, 7.246)  -0.234
O (-3.685, -0.432, 9.759)  -0.189
C (-2.484, 0.319, 9.861)  -0.291
C (-2.733, 1.841, 9.855)  -0.067
O (-3.380, -2.328, 8.125)  -0.215
C (-3.288, -3.340, 9.100)  -0.262
C (-1.802, -3.649, 9.650)  -0.039
H (-7.529, -3.825, 7.423)  0.074
H (-5.926, -3.868, 8.024)  0.050
H (-7.131, -3.424, 9.126)  0.079
H (-6.060, -2.030, 6.599)  0.120
H (-7.475, -1.291, 7.496)  0.119
H (-1.817, 0.083, 10.690)  0.112
H (-1.767, 0.002, 9.103)  0.111
H (-3.114, 2.173, 8.889)  0.067
H (-3.340, 2.203, 10.685)  0.077
H (-1.772, 2.348, 9.934)  0.072
H (-3.997, -3.186, 9.913)  0.113
H (-3.605, -4.169, 8.467)  0.104
H (-1.505, -2.911, 10.396)  0.058
H (-1.733, -4.607, 10.164)  0.065
H (-1.115, -3.675, 8.804)  0.069
C (12.062, 5.857, -4.932)  -0.057
C (12.533, 4.934, -6.114)  -0.220
O (11.927, 3.664, -5.844)  -0.199
P (10.903, 3.046, -6.864)  0.430
O (11.501, 2.948, -8.203)  -0.228
O (9.567, 3.930, -6.691)  -0.194
C (8.366, 3.764, -7.489)  -0.241
C (7.482, 2.658, -7.009)  -0.082
O (10.552, 1.591, -6.179)  -0.183
C (10.249, 1.557, -4.823)  -0.316
C (9.781, 0.094, -4.577)  -0.054
H (12.616, 5.719, -4.003)  0.071
H (12.245, 6.855, -5.331)  0.067
H (11.007, 5.807, -4.662)  0.069
H (12.382, 5.182, -7.165)  0.112
H (13.618, 4.871, -6.032)  0.114
H (7.851, 4.715, -7.351)  0.123
H (8.676, 3.567, -8.515)  0.119
H (6.455, 2.714, -7.371)  0.085
H (7.906, 1.659, -7.104)  0.075
H (7.411, 2.749, -5.925)  0.075
H (11.089, 1.867, -4.201)  0.114
H (9.432, 2.220, -4.539)  0.105
H (8.906, -0.089, -5.200)  0.070
H (10.635, -0.536, -4.826)  0.076
H (9.523, -0.123, -3.540)  0.072
C (-3.886, -0.175, -13.311)  -0.072
C (-2.976, 0.479, -12.292)  -0.260
O (-3.188, -0.186, -11.032)  -0.193
P (-2.021, -0.291, -9.915)  0.492
O (-0.714, 0.166, -10.410)  -0.229
O (-2.762, 0.478, -8.670)  -0.174
C (-2.025, 0.899, -7.566)  -0.335
C (-2.585, 2.103, -6.921)  -0.070
O (-2.064, -1.878, -9.557)  -0.191
C (-1.124, -2.419, -8.617)  -0.260
C (-0.079, -3.129, -9.502)  -0.075
H (-4.907, 0.174, -13.159)  0.072
H (-3.786, 0.312, -14.281)  0.074
H (-3.832, -1.261, -13.386)  0.085
H (-1.914, 0.422, -12.531)  0.105
H (-3.180, 1.537, -12.123)  0.121
H (-1.930, 0.057, -6.880)  0.115
H (-1.004, 0.940, -7.946)  0.108
H (-2.891, 2.912, -7.584)  0.082
H (-3.535, 1.882, -6.435)  0.080
H (-1.940, 2.609, -6.203)  0.083
H (-0.607, -1.678, -8.007)  0.105
H (-1.573, -3.196, -7.999)  0.117
H (0.780, -3.623, -9.049)  0.075
H (-0.677, -3.838, -10.074)  0.076
H (0.338, -2.416, -10.214)  0.068
O (-11.655, 3.587, 1.985)  0.101
C (-10.569, 4.021, 2.417)  -0.599
O (-10.364, 5.203, 2.942)  0.100
C (-8.931, 5.343, 3.104)  -0.105
C (-8.459, 3.935, 3.133)  -0.131
O (-9.548, 3.226, 2.580)  0.094
H (-8.464, 5.936, 2.317)  0.134
H (-8.701, 5.782, 4.075)  0.133
H (-8.272, 3.662, 4.172)  0.135
H (-7.554, 3.784, 2.546)  0.137
O (2.334, -0.326, -0.763)  0.162
C (1.400, -0.238, -0.020)  -0.565
O (1.301, -0.927, 1.148)  0.046
C (-0.016, -0.850, 1.650)  -0.109
C (-0.407, 0.525, 1.006)  -0.127
O (0.326, 0.538, -0.186)  0.077
H (-0.615, -1.663, 1.240)  0.126
H (-0.062, -0.941, 2.735)  0.132
H (-0.092, 1.280, 1.727)  0.127
H (-1.477, 0.667, 0.855)  0.131

* SMILES: CCOP(=O)(OCC)OCC.CCOP(=O)(OCC)OCC.CCOP(=O)(OCC)OCC.CCOP(=O)(OCC)OCC.CCOP(=O)(OCC)OCC.CCOP(=O)(OCC)OCC.CCOP(=O)(OCC)OCC.CCOP(=O)(OCC)OCC.O=C1OCCO1.O=C1OCCO1
* net charge: 0
* relative energy (zero: lowest compared OMol25 entry of this formula, charge and spin): 88.8 kcal per mole